Computed, not measured: a 2-piece molecular cluster, H2N3O3S overall at a distorted geometry, with ωB97M-V with the def2-TZVPD basis set.

Properties
Max |F| (eV/A): 2.22
Energy relative to the best compared isomer or geometry (same formula, charge and spin) (kcal per mole): 1.0
Gap between HOMO and LUMO (eV): 8.97
Lowest unoccupied orbital energy (eV): 4.1
E_tot (a.u.): -789.49899

ORCA input file:
```
! RIJCOSX wB97M-V def2-TZVPD def2/J DEFGRID3
* xyz -1 1
N -2.735 1.928 0.160
N -2.992 0.887 -0.099
N 1.285 0.516 -0.382
O -0.937 -0.453 0.259
O 0.534 -1.762 -1.199
O 1.099 -1.477 1.161
S 0.415 -0.937 -0.011
H 2.247 0.218 -0.319
H 1.083 1.080 0.431
*
```

From a natural (NBO) analysis of the wavefunction, the atomic charges in e read: N -0.06; N 0.05; N -1.07; O -1.05; O -1.02; O -1.05; S 2.48; H 0.36; H 0.36